No. 1
C16H40F12K4O8P2 | the ωB97M-V functional and the def2-TZVPD basis

Summary:
molecular weight = 806.80 g/mol
electronic energy = -150101.1864 eV
charge = +2
multiplicity = 1
HOMO energy = -0.4234 Ha
orbital gap = 6.053 eV
E_LUMO = -5.469 eV

Atoms and positions in Å:
K  1.2527  2.5976  -9.8631
K  -1.5552  7.0316  -3.3579
K  6.7857  2.4371  -2.4110
K  2.4105  -4.6152  -5.4159
P  7.3578  4.0299  -8.0355
F  6.0196  4.8853  -7.7974
F  7.9254  4.4562  -6.6253
F  6.6209  2.7497  -7.3498
F  8.6924  3.2002  -8.3725
F  6.5722  3.6024  -9.3807
F  8.1250  5.2676  -8.7806
P  0.7047  1.2793  -4.1463
F  1.4786  0.2105  -3.1776
F  1.1768  0.3556  -5.4246
F  -0.6465  0.2979  -3.9267
F  0.0427  2.3561  -5.1927
F  0.3207  2.3625  -2.9276
F  2.0978  2.1203  -4.3982
C  -4.7538  -0.2989  0.8973
O  -5.8510  -1.1369  0.5469
C  -6.2009  -2.1706  1.4261
C  -6.8811  -1.7208  2.7335
O  -5.8908  -1.5527  3.7164
C  -6.3623  -0.5711  4.6786
H  -3.7439  -0.7054  0.8439
H  -4.7983  -0.0616  1.9602
H  -4.8418  0.5176  0.1806
H  -5.3746  -2.8748  1.5232
H  -6.8729  -2.7494  0.7924
H  -7.4118  -2.6240  3.0347
H  -7.5580  -0.8751  2.6126
H  -5.6567  -0.6477  5.5059
H  -7.3557  -0.7335  5.0970
H  -6.4319  0.4230  4.2372
C  0.8627  -6.3611  -1.2589
O  0.5418  -7.1116  -2.4232
C  0.3014  -8.5107  -2.1856
C  0.2107  -9.3200  -3.5067
O  1.3265  -8.8352  -4.3108
C  1.6094  -9.4655  -5.5022
H  -0.0442  -5.9214  -0.8437
H  1.5313  -5.5446  -1.5316
H  1.3505  -6.9671  -0.4953
H  -0.5215  -8.6157  -1.4786
H  1.1873  -8.8902  -1.6763
H  -0.6905  -9.0103  -4.0358
H  0.2535  -10.4072  -3.4423
H  1.3493  -8.8496  -6.3631
H  1.1435  -10.4488  -5.5673
H  2.6680  -9.6307  -5.7029
C  6.6575  0.7625  3.3564
O  5.5289  0.5703  2.5119
C  5.0144  -0.7124  2.5650
C  4.4443  -1.2205  3.9302
O  3.4883  -0.2819  4.4157
C  2.3271  0.3072  3.6317
H  7.3835  -0.0293  3.1720
H  6.3578  0.6914  4.4020
H  7.1257  1.7361  3.2107
H  5.7953  -1.4634  2.4452
H  4.2994  -0.8135  1.7485
H  5.3284  -1.2886  4.5641
H  3.9479  -2.1530  3.6618
H  2.6973  1.0793  2.9572
H  1.6393  0.7829  4.3307
H  1.8328  -0.4807  3.0634
C  -3.1678  5.3037  5.6390
O  -3.1860  4.9622  4.2119
C  -2.6525  5.8862  3.2613
C  -3.6940  6.9255  2.9373
O  -3.5229  8.0138  3.8701
C  -4.4518  9.0898  3.6705
H  -2.1676  5.6632  5.8809
H  -3.2293  4.4037  6.2508
H  -4.0132  5.9614  5.8410
H  -2.4096  5.2817  2.3874
H  -1.7048  6.3170  3.5842
H  -4.6693  6.4403  2.9767
H  -3.4902  7.1926  1.9004
H  -4.2171  9.5862  2.7289
H  -4.3024  9.8276  4.4589
H  -5.4654  8.7058  3.5554

=====

No. 2
C16H40F2KNO12S2 | the ωB97M-V functional and the def2-TZVPD basis

Summary:
molecular weight = 579.72 g/mol
electronic energy = -86725.6285 eV
multiplicity = 1
HOMO energy = -0.3257 Ha
orbital gap = 7.968 eV
E_LUMO = -0.895 eV

Atoms and positions in Å:
K  2.8150  -2.7970  0.8170
N  1.2104  -0.7463  1.2948
S  -0.2388  -0.4768  0.9447
O  -0.4590  0.6150  0.0432
O  -1.2791  -0.6629  1.9300
F  -0.4159  -1.7080  -0.0987
S  1.5647  0.5328  2.2504
O  1.1081  0.4316  3.6045
O  1.6951  1.8235  1.6407
F  3.1090  0.0878  2.4698
C  -0.4467  0.7502  -3.4235
O  0.0727  0.0712  -4.5360
C  0.5571  0.8652  -5.5884
C  0.9478  -0.0994  -6.6974
O  1.8810  -1.0171  -6.1571
C  2.0314  -2.1957  -6.9121
H  0.2428  1.5519  -3.1196
H  -0.4718  0.0049  -2.6289
H  -1.4360  1.2140  -3.5030
H  1.4978  1.3168  -5.2504
H  -0.1420  1.6004  -5.9901
H  1.4115  0.4184  -7.5413
H  0.0574  -0.6563  -7.0081
H  1.1489  -2.8312  -6.7795
H  2.9067  -2.7579  -6.5905
H  2.1708  -1.9482  -7.9701
C  -5.7701  -3.9330  1.2389
O  -6.1453  -4.7040  2.3659
C  -6.2117  -3.9670  3.5700
C  -4.9094  -3.8241  4.2933
O  -4.0849  -2.8431  3.6970
C  -2.7502  -2.8644  4.1167
H  -5.8850  -4.5258  0.3347
H  -4.7295  -3.6002  1.2864
H  -6.3988  -3.0383  1.1953
H  -6.9498  -4.5351  4.1385
H  -6.6045  -2.9508  3.4213
H  -4.3565  -4.7763  4.3133
H  -5.0321  -3.5306  5.3481
H  -2.1728  -2.1622  3.5206
H  -2.2713  -3.8439  4.0099
H  -2.6778  -2.5170  5.1538
C  -0.2030  6.7323  1.8239
O  0.5958  7.1949  2.8705
C  0.0864  7.0135  4.1712
C  -0.1286  5.6060  4.6967
O  1.1334  4.9590  4.8600
C  1.5023  4.0547  3.8317
H  -1.2337  7.1099  1.8994
H  -0.1783  5.6410  1.7259
H  0.1378  7.1331  0.8654
H  -0.7606  7.6968  4.3386
H  0.8747  7.4519  4.7922
H  -0.7281  4.9798  4.0266
H  -0.5107  5.6194  5.7184
H  1.8282  4.6111  2.9481
H  0.6659  3.4042  3.5636
H  2.3068  3.4374  4.2229
C  3.6726  -4.0601  -2.0822
O  2.4164  -3.6547  -2.6305
C  2.5291  -2.3804  -3.2632
C  2.4626  -1.1385  -2.3580
O  3.4535  -1.0246  -1.2944
C  3.6406  0.3148  -0.9268
H  3.3615  -4.8270  -1.3637
H  4.0530  -3.2317  -1.4985
H  4.3729  -4.4657  -2.8078
H  1.6804  -2.3631  -3.9539
H  3.2895  -2.3065  -4.0526
H  1.5179  -1.2507  -1.8130
H  2.3747  -0.2256  -2.9439
H  4.3976  0.3490  -0.1435
H  2.7443  0.9035  -0.6928
H  4.0556  0.9454  -1.7344

=====

No. 3
C16H40F4K2N2O16S4 | the ωB97M-V functional and the def2-TZVPD basis

Summary:
molecular weight = 798.95 g/mol
electronic energy = -139829.2411 eV
multiplicity = 1
HOMO energy = -0.3014 Ha
orbital gap = 4.925 eV
E_LUMO = -3.277 eV

Atoms and positions in Å:
K  5.8429  -9.1569  6.6553
K  2.5973  -12.9099  7.0664
N  4.4259  -10.9468  9.8097
S  3.4649  -9.8090  10.8693
O  3.9286  -9.2550  12.1250
O  2.0293  -9.8958  10.6787
F  3.8208  -8.5508  9.8605
S  5.0116  -11.6537  11.0261
O  4.0505  -12.4360  11.7673
O  6.1104  -10.9463  11.7049
F  5.8088  -12.8456  10.1730
N  12.3745  -13.1610  8.0498
S  10.7670  -12.7214  8.5258
O  9.7966  -12.3205  7.5330
O  10.6441  -12.2077  9.8860
F  10.2193  -14.2151  8.7528
S  13.1465  -11.9572  8.4759
O  13.8873  -11.9416  9.7505
O  12.6467  -10.6677  8.0381
F  14.2573  -12.1138  7.2667
C  4.4156  -16.4843  6.3266
O  3.5555  -16.2193  7.5335
C  3.0826  -17.3044  8.4320
C  2.4757  -16.7277  9.7513
O  1.3711  -15.9534  9.3664
C  0.5454  -15.5524  10.4548
H  4.4840  -15.6561  5.6212
H  3.9848  -17.3795  5.8782
H  5.3868  -16.6261  6.8007
H  3.9553  -17.9265  8.6310
H  2.3319  -17.8335  7.8450
H  3.1401  -16.2843  10.4929
H  2.0409  -17.5274  10.3508
H  0.9544  -14.7042  11.0038
H  0.2930  -16.3166  11.1900
H  -0.3734  -15.0859  10.0997
C  0.7295  -17.0032  16.4733
O  1.9492  -16.2923  16.5184
C  2.1372  -15.3250  15.4567
C  1.1483  -14.0856  15.5882
O  -0.1179  -14.3839  15.1691
C  -1.0551  -13.3708  15.3654
H  0.5629  -17.5329  17.4113
H  0.6652  -17.6882  15.6279
H  -0.0872  -16.2879  16.3768
H  1.8909  -15.6781  14.4553
H  3.1891  -15.0404  15.4822
H  1.5834  -13.2456  15.0466
H  0.9760  -13.6915  16.5897
H  -0.7326  -12.3878  15.0222
H  -1.2499  -13.2882  16.4346
H  -1.9951  -13.6117  14.8689
C  1.5929  -3.5899  17.8174
O  0.8414  -4.2968  16.7862
C  1.6911  -4.4565  15.6739
C  1.3580  -5.6338  14.7540
O  0.0761  -5.5897  14.3210
C  -0.2794  -6.6331  13.4037
H  2.2394  -2.7503  17.5621
H  2.1355  -4.2091  18.5317
H  0.9720  -3.2022  18.6250
H  2.7483  -4.5133  15.9334
H  1.5280  -3.6611  14.9468
H  1.3758  -6.4676  15.4558
H  2.1735  -5.8184  14.0547
H  0.3364  -6.4490  12.5234
H  -1.3553  -6.6419  13.2296
H  0.1174  -7.6038  13.7011
C  6.5653  -22.4014  14.0849
O  7.3686  -21.3089  13.8312
C  7.9227  -20.6026  14.9363
C  8.1220  -19.1016  14.7371
O  6.9441  -18.4755  14.4264
C  7.1021  -17.6152  13.2772
H  6.8228  -22.8830  15.0283
H  6.6329  -23.1448  13.2907
H  5.5557  -22.0009  14.1765
H  8.9758  -20.8762  14.8714
H  7.5301  -20.8609  15.9198
H  8.9233  -18.7910  14.0666
H  8.4062  -18.7420  15.7261
H  6.1998  -17.0136  13.1679
H  7.1880  -18.1950  12.3583
H  7.8624  -16.8437  13.3996

=====

No. 4
C16H40N3O3P | the ωB97M-V functional and the def2-TZVPD basis

Summary:
molecular weight = 353.49 g/mol
electronic energy = -37140.6886 eV
multiplicity = 1
HOMO energy = -0.2006 Ha
orbital gap = 4.293 eV
E_LUMO = -1.165 eV

Atoms and positions in Å:
C  2.1440  0.9984  1.3147
C  1.5148  -0.4017  1.2961
C  0.9960  -0.8549  -0.0779
C  0.1802  0.2049  -0.8025
C  -0.5956  -0.3816  -1.9768
C  -1.3802  0.6292  -2.8045
C  -0.5105  1.7045  -3.4419
C  -0.2257  2.9378  -2.5805
C  1.0763  3.6807  -2.9699
C  2.2249  3.4848  -1.9597
C  3.3133  2.5145  -2.4264
N  2.7697  1.1603  -2.5528
P  3.5164  0.2548  -3.6353
N  5.0494  -0.1001  -3.6574
O  2.6454  -1.1305  -3.6522
O  3.1275  0.8056  -5.1450
H  2.4965  1.2384  2.3263
H  2.9972  1.0625  0.6305
H  1.4200  1.7759  1.0343
H  2.2795  -1.1196  1.6292
H  0.6936  -0.4258  2.0354
H  1.8706  -1.0808  -0.6957
H  0.4170  -1.7785  0.0855
H  -0.5361  0.6712  -0.1072
H  0.9028  0.9468  -1.1810
H  0.0918  -0.9008  -2.6575
H  -1.3238  -1.1269  -1.6007
H  -2.1971  1.0876  -2.2264
H  -1.8618  0.0629  -3.6155
H  -1.0154  2.0570  -4.3554
H  0.4356  1.2574  -3.7674
H  -1.0767  3.6262  -2.6723
H  -0.1647  2.6579  -1.5206
H  0.8561  4.7524  -3.0608
H  1.3965  3.3350  -3.9612
H  2.6957  4.4556  -1.7306
H  1.8174  3.1042  -1.0091
H  3.7492  2.8888  -3.3706
H  4.1329  2.5601  -1.6857
H  5.5127  0.3467  -2.8743
H  3.1436  -1.7481  -4.1993
H  2.3839  1.3972  -5.0054
C  -1.4099  -1.4039  4.1418
N  -2.6650  -2.2217  4.3150
C  -3.2688  -1.8555  5.6323
C  -2.3107  -3.6689  4.3256
C  -3.7107  -1.9298  3.2580
C  -3.3531  -2.3119  1.8421
O  -2.1937  -1.5963  1.4947
H  -0.8485  -1.4695  5.0718
H  -0.8242  -1.7990  3.3222
H  -1.6872  -0.3744  3.9378
H  -2.5499  -2.0748  6.4170
H  -4.1746  -2.4381  5.7825
H  -3.5012  -0.7938  5.6252
H  -1.8223  -3.9226  3.3899
H  -3.2178  -4.2556  4.4538
H  -1.6276  -3.8486  5.1520
H  -3.9031  -0.8594  3.3243
H  -4.6078  -2.4717  3.5582
H  -4.2060  -2.0411  1.2111
H  -3.2070  -3.3932  1.7437
H  -1.8740  -1.8800  0.6282

=====

No. 5
C16H40O8 | the ωB97M-V functional and the def2-TZVPD basis

Summary:
molecular weight = 360.49 g/mol
electronic energy = -33603.8812 eV
charge = +1
multiplicity = 2
HOMO energy (alpha / beta) = -0.4345 / -0.4345 Ha
orbital gap (alpha / beta) = 9.468 / 2.803 eV
E_LUMO (alpha / beta) = -2.355 / -9.020 eV

Atoms and positions in Å:
C  5.7290  -20.7463  -13.7593
O  5.2582  -21.5039  -12.5919
C  5.4417  -22.9362  -12.6266
C  4.5896  -23.7125  -13.6524
O  5.0962  -23.7389  -14.9898
C  4.4925  -24.7027  -15.8697
H  5.5549  -21.2824  -14.6922
H  6.8145  -20.6503  -13.7828
H  5.1515  -19.8306  -13.6323
H  5.1053  -23.2172  -11.6286
H  6.4491  -23.3490  -12.5732
H  3.5275  -23.4822  -13.7349
H  4.6439  -24.7665  -13.3799
H  3.4146  -24.5513  -15.9280
H  4.6830  -25.6885  -15.4456
H  4.8500  -24.6801  -16.8992
C  2.2441  -21.1840  -17.1056
O  2.5548  -21.4144  -15.7627
C  1.6466  -20.8963  -14.8437
C  2.0292  -19.5374  -14.1055
O  2.3428  -18.5631  -15.1207
C  3.3997  -17.6668  -14.7978
H  2.8419  -21.8876  -17.6849
H  2.5929  -20.2716  -17.5894
H  1.1868  -21.2958  -17.3459
H  1.5175  -21.7256  -14.1483
H  0.6576  -20.7365  -15.2730
H  2.8455  -19.7061  -13.4031
H  1.2527  -19.0436  -13.5214
H  4.2848  -18.1861  -14.4304
H  3.1502  -16.8917  -14.0731
H  3.5591  -17.1467  -15.7423
C  -2.4215  -21.5779  -16.6251
O  -2.0170  -20.2915  -16.2743
C  -1.9506  -19.7872  -14.9543
C  -3.3131  -19.4278  -14.2953
O  -4.2825  -20.4571  -14.2548
C  -5.4739  -20.0081  -13.7775
H  -1.6411  -22.2500  -16.9819
H  -3.2155  -21.6136  -17.3710
H  -2.6791  -22.1687  -15.7460
H  -1.2127  -18.9882  -14.8818
H  -1.3874  -20.5174  -14.3732
H  -3.7617  -18.5391  -14.7394
H  -3.0386  -19.0446  -13.3125
H  -5.9687  -19.3294  -14.4723
H  -5.4908  -19.4913  -12.8180
H  -6.0585  -20.9240  -13.6921
C  4.0547  -22.0713  -22.4531
O  5.4270  -22.3980  -22.0991
C  6.1403  -21.4240  -21.3808
C  5.6719  -21.5102  -19.8877
O  6.5579  -20.7829  -19.0829
C  6.3369  -20.9967  -17.6575
H  3.4497  -21.9293  -21.5576
H  3.5904  -22.8381  -23.0733
H  3.8896  -21.2341  -23.1312
H  6.0649  -20.4323  -21.8269
H  7.1652  -21.6719  -21.6567
H  5.7103  -22.5730  -19.6485
H  4.6202  -21.2957  -19.6981
H  6.6893  -21.9920  -17.3869
H  5.2782  -20.8694  -17.4313
H  6.7655  -20.1978  -17.0524

=====

No. 6
C16H41BrClN3O7P | the ωB97M-V functional and the def2-TZVPD basis

Summary:
molecular weight = 533.85 g/mol
electronic energy = -127903.8532 eV
charge = +1
multiplicity = 1
HOMO energy = -0.4034 Ha
orbital gap = 6.619 eV
E_LUMO = -4.357 eV

Atoms and positions in Å:
C  4.7023  0.6652  0.5571
C  4.0054  1.9780  0.0141
Br  3.8226  1.9815  -1.9762
C  2.6595  2.3574  0.7492
N  1.4321  2.1604  -0.0626
C  0.8485  1.0045  -0.2418
N  -0.3664  0.9176  -1.0181
N  1.4600  -0.1143  0.3662
P  0.3037  -1.4148  0.7325
O  1.2105  -2.7792  1.1640
Cl  -0.7659  -0.6753  2.4034
H  5.3155  0.2286  -0.2614
H  3.9794  -0.0779  0.9795
H  5.3282  0.9901  1.4315
H  4.7221  2.8125  0.2272
H  2.7101  3.4399  1.0356
H  2.5189  1.7968  1.7089
H  1.0172  3.0039  -0.4629
H  -0.2286  1.3963  -1.9211
H  -1.0635  1.4843  -0.5179
H  2.2279  -0.4734  -0.2118
H  2.1634  -2.5671  1.1904
C  3.3413  -3.6437  3.7273
O  3.1478  -2.2340  3.7425
C  1.9115  -1.8605  4.3522
C  2.1252  -1.3369  5.7626
O  2.5520  -2.3721  6.6377
C  3.9432  -2.3108  6.9157
H  4.3667  -3.8416  3.4145
H  3.1892  -4.0802  4.7168
H  2.6582  -4.1101  3.0106
H  1.2075  -2.6979  4.3489
H  1.4857  -1.0616  3.7406
H  1.1697  -0.9682  6.1483
H  2.8343  -0.5029  5.7677
H  4.1588  -1.4533  7.5610
H  4.5361  -2.2421  6.0000
H  4.2232  -3.2230  7.4419
C  -5.7706  -3.1621  -2.2434
O  -6.1231  -2.9268  -0.8890
C  -5.5199  -3.8592  0.0013
C  -4.3420  -3.2388  0.7329
O  -3.2591  -2.9755  -0.1568
C  -3.1629  -1.6050  -0.4982
H  -6.1207  -2.3170  -2.8358
H  -4.6878  -3.2510  -2.3681
H  -6.2592  -4.0712  -2.6062
H  -5.2154  -4.7658  -0.5301
H  -6.2815  -4.1389  0.7347
H  -3.9754  -3.9517  1.4776
H  -4.6450  -2.3285  1.2594
H  -2.8112  -1.0304  0.3656
H  -4.1200  -1.2049  -0.8435
H  -2.4350  -1.5059  -1.3045
C  -1.6439  2.3786  -4.1091
O  -0.4988  3.2181  -4.0797
C  -0.0315  3.5503  -5.3884
C  -0.4310  4.9639  -5.7756
O  -1.8376  5.0706  -5.9569
C  -2.4821  5.6998  -4.8599
H  -2.0429  2.3148  -3.0946
H  -2.4227  2.7768  -4.7629
H  -1.3618  1.3739  -4.4407
H  -0.3931  2.8279  -6.1256
H  1.0601  3.4868  -5.3625
H  0.0333  5.2084  -6.7352
H  -0.0758  5.6883  -5.0360
H  -2.2391  6.7668  -4.8445
H  -2.1989  5.2430  -3.9077
H  -3.5583  5.5886  -4.9910

=====

- Which value of multiplicity does entry 6 give?
  1